{"formula": "C14H16N2OS", "method": "the ωB97M-V functional and the def2-TZVPD basis", "symbols": ["C", "C", "C", "C", "C", "O", "N", "C", "S", "C", "C", "C", "C", "C", "C", "C", "C", "N", "H", "H", "H", "H", "H", "H", "H", "H", "H", "H", "H", "H", "H", "H", "H", "H"], "positions_angstrom": [[3.117842, -1.507174, 1.785447], [2.342725, -0.590260, 2.732392], [1.136348, -0.027384, 2.048522], [1.022986, 1.277178, 1.687067], [-0.157993, 1.768303, 1.024018], [-0.371876, 2.889208, 0.618648], [-1.130384, 0.765243, 0.860867], [-0.903179, -0.519444, 1.190335], [-2.145062, -1.691619, 0.681397], [-1.200216, -2.313787, -0.787934], [-0.593853, -1.146750, -1.489341], [0.760428, -0.868371, -1.353969], [1.286819, 0.310389, -1.848819], [0.478384, 1.240423, -2.489589], [1.023986, 2.559965, -2.932526], [-0.867469, 0.936546, -2.664165], [-1.398946, -0.237611, -2.168511], [0.157709, -0.940191, 1.771666], [3.981193, -1.928765, 2.293641], [2.476761, -2.319321, 1.453269], [3.462438, -0.951219, 0.916183], [2.009612, -1.173004, 3.593002], [2.982699, 0.221871, 3.078071], [1.811589, 1.987896, 1.873721], [-1.990874, 1.026836, 0.391847], [-0.452339, -3.012775, -0.418344], [-1.947487, -2.833462, -1.384811], [1.400598, -1.570846, -0.840314], [2.338610, 0.520029, -1.716882], [0.848790, 3.295797, -2.146367], [0.526473, 2.906409, -3.835393], [2.094591, 2.502388, -3.113295], [-1.508718, 1.640695, -3.173881], [-2.453465, -0.447309, -2.282370]], "forces_ev_per_a": [[-0.06, 0.08, 0.15], [0.09, 0.00, -0.15], [0.01, 0.58, 0.01], [0.17, -0.13, 0.12], [-0.10, -0.32, 0.00], [-0.04, 0.42, -0.11], [0.03, 0.32, 0.11], [-0.46, -0.32, -0.06], [-0.09, -0.05, -0.05], [-0.15, 0.10, 0.41], [0.16, -0.03, -0.27], [-0.19, -0.16, -0.05], [-0.04, 0.14, -0.07], [0.07, -0.08, 0.01], [-0.01, 0.07, 0.07], [-0.02, -0.05, 0.02], [0.09, -0.09, -0.06], [0.08, -0.57, 0.18], [0.09, -0.07, -0.01], [-0.02, -0.10, -0.07], [0.06, 0.02, -0.11], [-0.01, 0.08, 0.05], [-0.03, -0.01, 0.06], [0.07, 0.08, 0.04], [0.21, -0.09, 0.00], [-0.01, -0.01, -0.11], [0.03, -0.06, -0.02], [0.05, -0.07, 0.09], [0.12, 0.04, 0.00], [0.03, 0.10, 0.00], [0.01, 0.06, -0.07], [0.07, 0.04, -0.05], [-0.07, 0.09, -0.07], [-0.12, 0.00, -0.01]], "gap_ev": 9.353, "e_above_lowest_ev": 0.084, "smiles": "CCc1cc(=O)[nH]c(SCc2ccc(C)cc2)n1", "e_lumo_ha": 0.01831}

***

{"formula": "C14H16N2S2Si2Tc", "method": "the ωB97M-V functional and the def2-TZVPD basis", "symbols": ["Tc", "S", "C", "S", "C", "C", "N", "C", "N", "C", "Si", "C", "C", "C", "C", "C", "C", "C", "Si", "C", "C", "H", "H", "H", "H", "H", "H", "H", "H", "H", "H", "H", "H", "H", "H", "H", "H"], "positions_angstrom": [[-0.549644, -0.834029, 0.963636], [-0.217689, -2.950475, 0.417442], [-1.384257, -3.344574, 1.687818], [-2.004807, -1.891530, 2.410556], [-1.741825, -4.607060, 2.021380], [-2.702708, -4.842066, 3.057450], [-3.471508, -5.012965, 3.894427], [-1.174823, -5.733901, 1.342365], [-0.720527, -6.638012, 0.797043], [3.008120, -0.669875, 0.471543], [1.586560, 0.461898, 0.924548], [2.017386, 1.421849, 2.470173], [1.243957, 1.654864, -0.514971], [2.211185, 2.619677, -0.812266], [2.054285, 3.500590, -1.872660], [0.916053, 3.430304, -2.665563], [-0.055741, 2.480064, -2.388760], [0.083182, 1.588856, -1.321049], [-1.325933, 0.390947, -0.951425], [-1.929084, -0.494134, -2.471865], [-2.717930, 1.305583, -0.074961], [3.913137, -0.077104, 0.303906], [2.803256, -1.228583, -0.442854], [3.208466, -1.385166, 1.271206], [2.885222, 2.062139, 2.289597], [2.267467, 0.740687, 3.285812], [1.196420, 2.061443, 2.798417], [3.111718, 2.687249, -0.209385], [2.818090, 4.238681, -2.082863], [0.787544, 4.114134, -3.495000], [-0.938830, 2.439841, -3.019527], [-2.271196, 0.220688, -3.225368], [-2.760541, -1.157739, -2.228982], [-1.129971, -1.091637, -2.912615], [-3.018025, 2.157524, -0.693519], [-2.411670, 1.717660, 0.891629], [-3.585338, 0.664175, 0.084684]], "forces_ev_per_a": [[-0.25, -0.41, 0.32], [-0.11, 0.95, 0.31], [-0.09, -0.65, 0.03], [0.06, 0.10, 0.05], [0.00, -0.12, -0.04], [0.07, -0.01, -0.03], [-0.01, 0.00, -0.01], [-0.08, -0.01, 0.09], [0.03, 0.02, -0.03], [0.17, 0.07, 0.00], [-0.41, -0.24, -0.71], [-0.10, 0.00, 0.15], [0.00, 0.09, -0.08], [-0.06, 0.02, -0.08], [-0.05, -0.01, -0.03], [0.06, 0.00, 0.04], [0.08, 0.03, 0.01], [0.11, 0.09, 0.03], [0.71, 0.14, -0.18], [-0.08, -0.02, -0.06], [-0.04, -0.04, 0.19], [0.02, -0.05, 0.02], [-0.04, 0.02, 0.02], [0.02, 0.00, 0.00], [-0.01, -0.02, -0.03], [0.00, 0.02, 0.01], [0.02, 0.01, 0.01], [0.00, 0.00, 0.00], [0.00, 0.00, 0.00], [0.00, 0.00, 0.00], [0.00, 0.00, 0.00], [-0.01, -0.02, 0.01], [0.00, 0.00, -0.02], [0.00, 0.01, 0.01], [0.04, -0.02, -0.01], [-0.02, 0.01, 0.00], [0.00, 0.02, 0.00]], "multiplicity": 2, "gap_ev": [5.889, 6.827], "e_above_lowest_ev": 0.000, "e_lumo_ha": [-0.08579, -0.07542]}

***

{"formula": "C14H16N6O2", "method": "the ωB97M-V functional and the def2-TZVPD basis", "symbols": ["C", "C", "N", "C", "C", "C", "C", "C", "C", "C", "N", "C", "N", "O", "N", "C", "N", "C", "N", "C", "C", "O", "H", "H", "H", "H", "H", "H", "H", "H", "H", "H", "H", "H", "H", "H", "H", "H"], "positions_angstrom": [[2.364179, 1.004695, 2.372727], [1.116980, 1.793957, 2.306059], [0.238997, 1.220200, 1.258842], [-0.664443, 0.208578, 1.602069], [-0.242259, -1.106117, 1.741791], [-1.134594, -2.123659, 2.091245], [-2.462418, -1.813290, 2.457865], [-2.869444, -0.431032, 2.495174], [-2.005273, 0.534038, 2.005743], [0.663335, 1.280221, -0.135768], [1.510644, 2.302776, -0.431333], [2.102432, 2.460661, -1.645075], [3.056207, 3.271611, -1.936356], [3.235397, 2.922759, -3.294365], [2.381006, 1.824784, -3.788102], [1.688664, 1.656654, -2.691979], [0.844011, 0.614696, -2.493962], [0.310691, 0.387453, -1.247203], [-0.478295, -0.823474, -1.200291], [-0.295457, -1.987778, -2.124621], [-1.264849, -1.823704, -3.261055], [-2.734089, -2.061151, -3.042868], [2.944507, 0.941903, 1.480819], [2.232231, -0.055518, 2.609569], [2.825604, 1.471543, 3.239080], [1.411655, 2.859203, 2.048560], [0.583690, 1.617500, 3.202979], [0.845912, -1.374194, 1.714187], [-0.790101, -3.151879, 2.048102], [-3.072690, -2.653686, 2.984633], [-3.869657, -0.098587, 2.706833], [-2.164741, 1.652335, 2.130281], [-1.206003, -0.796401, -0.431953], [-0.513504, -2.954159, -1.697609], [0.623747, -2.165018, -2.703612], [-0.964615, -2.420993, -4.098311], [-1.110980, -0.849253, -3.715644], [-3.136478, -1.335673, -2.556450]], "forces_ev_per_a": [[0.61, -0.95, 1.45], [0.01, 0.37, -2.63], [0.55, 0.65, -3.90], [-1.54, -0.76, 1.63], [0.88, -0.64, 0.33], [-1.09, 0.53, 0.08], [-0.11, -0.18, 1.39], [0.64, -1.32, -1.18], [1.86, 1.29, 0.22], [1.77, 3.25, 1.25], [-1.40, -1.77, 2.20], [-1.71, -0.28, 2.62], [0.04, -0.82, -2.81], [0.24, -0.22, -0.72], [1.21, 2.83, 2.26], [-0.19, -2.45, -1.03], [-1.89, -0.85, 2.76], [0.11, -2.23, -4.21], [1.16, 1.90, 1.79], [-1.76, 0.74, -0.76], [-2.01, 0.77, -1.00], [2.21, -0.22, -0.05], [0.63, 0.85, -0.59], [-0.45, 0.17, 0.39], [1.16, -0.26, -0.16], [-0.96, -1.16, 0.55], [-0.64, 0.62, 1.03], [-1.19, 0.38, -0.63], [-0.08, 0.09, 0.36], [0.80, 1.72, -1.46], [-0.24, -0.31, 0.57], [-0.36, -1.58, -0.53], [1.50, -0.81, -1.57], [-0.08, -0.03, 1.08], [0.48, 1.12, 1.09], [-0.27, -1.19, -0.24], [-0.26, 0.55, 0.42], [0.37, 0.20, -0.02]], "gap_ev": 7.731, "e_above_lowest_ev": 5.876, "smiles": "CCN(c1ccccc1)c1nc2nonc2nc1NCCO", "e_lumo_ha": -0.03890}

***

{"formula": "C14H16NO3PbSTe4", "method": "the ωB97M-V functional and the def2-TZVPD basis", "symbols": ["Pb", "C", "C", "C", "O", "C", "O", "O", "H", "H", "H", "H", "H", "H", "H", "S", "C", "C", "C", "C", "C", "C", "C", "C", "C", "N", "H", "H", "H", "H", "H", "H", "Te", "Te", "Te", "Te", "C", "H", "H", "H"], "positions_angstrom": [[-1.150100, -0.615100, 0.503700], [4.369200, -0.553300, 0.284500], [3.266700, 0.395000, 0.745800], [3.799200, 1.418200, 1.750500], [2.262300, -0.421300, 1.336400], [2.707400, 1.162300, -0.506200], [3.375500, 2.085300, -0.955900], [1.596500, 0.767500, -0.943000], [4.858800, -1.009400, 1.144000], [5.097400, -0.004900, -0.305000], [3.943100, -1.348900, -0.324300], [4.384200, 0.932000, 2.532200], [2.968800, 1.957500, 2.212400], [4.421000, 2.136500, 1.221400], [1.548300, 0.161400, 1.621000], [-0.467200, 4.123900, 0.843700], [-0.055000, 3.388100, 2.338700], [-0.286100, 2.046800, 2.337800], [-0.804200, 1.559500, 1.114700], [-0.947700, 2.560500, 0.197600], [-1.396600, 2.433800, -1.162200], [-1.663100, 3.556000, -1.956500], [-2.095300, 3.374100, -3.252100], [-2.227200, 2.079500, -3.738000], [-1.931900, 1.032100, -2.883200], [-1.553700, 1.194400, -1.631200], [0.342900, 4.000100, 3.128200], [-0.080900, 1.420400, 3.192100], [-1.530200, 4.541900, -1.534100], [-2.331600, 4.225300, -3.878700], [-2.553000, 1.881900, -4.747200], [-2.012400, 0.004500, -3.222500], [-3.808600, -1.144800, -0.307500], [-3.018000, -2.770800, -2.356000], [-0.689900, -3.803200, -1.387900], [0.808800, -1.500700, -1.222800], [-1.118000, -1.743700, 2.560000], [-0.123600, -1.764100, 2.992000], [-1.441500, -2.767300, 2.385000], [-1.809100, -1.274700, 3.251300]], "forces_ev_per_a": [[0.22, 0.23, 1.16], [-0.22, 0.09, 0.06], [0.18, 0.34, -0.22], [-0.01, -0.11, -0.16], [0.13, -0.04, 0.50], [0.54, -0.11, 0.69], [0.44, 0.34, -0.13], [-1.00, -0.31, -0.44], [0.05, -0.04, 0.09], [0.11, 0.07, -0.04], [-0.03, -0.03, -0.07], [-0.04, -0.08, 0.07], [-0.02, 0.04, -0.01], [0.03, 0.04, 0.02], [0.03, 0.09, -0.06], [-0.06, -0.97, 0.11], [-0.06, 0.25, -0.20], [0.10, 0.00, 0.32], [-0.15, -0.40, -0.67], [0.30, 0.48, 0.97], [-0.34, 0.17, -1.09], [0.06, -0.18, 0.20], [-0.05, -0.09, -0.11], [0.03, 0.17, 0.10], [-0.18, -0.25, -0.45], [0.29, 0.37, 0.38], [0.05, 0.00, 0.15], [0.01, -0.06, 0.15], [-0.04, 0.09, -0.09], [0.04, 0.01, 0.00], [-0.01, -0.01, -0.08], [-0.01, 0.00, 0.02], [0.07, -0.20, 0.08], [0.16, -0.06, -0.04], [-0.40, -0.41, -0.02], [-0.27, 0.08, -0.31], [-0.02, 0.13, -0.63], [0.24, 0.13, -0.08], [-0.03, 0.00, -0.19], [-0.16, 0.23, 0.01]], "total_charge": -1, "gap_ev": 6.465, "e_lumo_ha": 0.07161}

***

{"formula": "C14H16O", "method": "the ωB97M-V functional and the def2-TZVPD basis", "symbols": ["C", "C", "C", "C", "C", "O", "C", "C", "H", "H", "H", "H", "H", "H", "H", "H", "C", "C", "C", "C", "C", "C", "C", "H", "H", "H", "H", "H", "H", "H", "H"], "positions_angstrom": [[-0.396257, -2.766218, -2.581398], [0.287970, -1.553040, -2.068645], [0.051540, -0.300132, -2.594116], [0.734871, 0.830532, -2.133320], [1.663409, 0.650108, -1.133025], [2.407683, 1.752287, -0.750859], [1.924271, -0.600186, -0.570993], [1.154066, -1.666261, -0.971391], [-0.628270, -3.507939, -1.819581], [0.213287, -3.345753, -3.282618], [-1.292191, -2.636059, -3.191742], [-0.569794, -0.130641, -3.469008], [0.681214, 1.789498, -2.624087], [2.837012, 1.529072, 0.091714], [2.787794, -0.695444, 0.078978], [1.134259, -2.672576, -0.563352], [0.381172, 1.661490, 3.468329], [-0.407418, 1.152491, 2.289928], [-0.288915, -0.144001, 1.842034], [-1.174972, -0.655776, 0.891726], [-2.248009, 0.112925, 0.501590], [-2.274762, 1.462578, 0.829650], [-1.356776, 2.011250, 1.701254], [0.058584, 2.540224, 4.015205], [1.414427, 1.866791, 3.153660], [0.544604, 0.825707, 4.154983], [0.540126, -0.750975, 2.188686], [-0.923875, -1.625458, 0.504405], [-3.024832, -0.294351, -0.116322], [-3.041627, 2.081918, 0.379014], [-1.188592, 3.077938, 1.779299]], "forces_ev_per_a": [[-0.25, -1.31, -0.93], [-0.52, 0.41, 0.64], [0.50, 1.03, -0.69], [0.13, -0.85, -0.01], [0.78, 0.49, 0.25], [-0.06, -0.48, 0.40], [-0.01, 0.28, -0.10], [-0.44, -0.65, -1.13], [-0.14, 0.18, 0.36], [0.50, 0.20, 0.07], [-0.17, 0.60, 0.40], [-0.22, -0.39, 0.16], [-0.31, 0.12, 0.09], [-0.11, 0.23, -0.41], [-0.30, -0.12, 0.36], [0.82, 0.17, 0.39], [1.81, -0.92, -0.33], [-0.83, 1.30, 0.69], [-0.04, -0.04, -0.30], [0.59, 0.23, 0.83], [0.16, -0.01, -0.27], [-0.47, 0.33, -0.04], [0.91, -0.82, -0.52], [-0.56, -0.03, -0.23], [-0.05, 0.25, -0.08], [-0.34, 0.19, 0.25], [-0.09, -0.09, 0.13], [-0.58, -0.35, -0.12], [-0.13, -0.12, -0.37], [0.03, 0.06, 0.04], [-0.59, 0.07, 0.46]], "gap_ev": 9.085, "e_above_lowest_ev": 0.806, "smiles": "Cc1ccc(O)cc1.Cc1ccccc1", "e_lumo_ha": 0.02809}

***

{"formula": "C14H16O2", "method": "the ωB97M-V functional and the def2-TZVPD basis", "symbols": ["C", "C", "C", "C", "C", "O", "C", "C", "H", "H", "H", "H", "H", "H", "H", "H", "C", "C", "C", "C", "C", "O", "C", "C", "H", "H", "H", "H", "H", "H", "H", "H"], "positions_angstrom": [[1.083955, 2.813378, 1.279758], [-0.228172, 2.082228, 1.220255], [-1.327069, 2.473611, 0.485327], [-2.490225, 1.696817, 0.563328], [-2.509657, 0.496930, 1.220235], [-3.623519, -0.315964, 1.084271], [-1.455157, 0.130511, 2.058110], [-0.275736, 0.827622, 1.854415], [1.263023, 3.281574, 0.319983], [1.959025, 2.215429, 1.533013], [1.053737, 3.628679, 2.011822], [-1.537386, 3.447798, 0.056003], [-3.408820, 1.919217, 0.033968], [-3.813881, -0.706894, 1.954446], [-1.453201, -0.751186, 2.682822], [0.683237, 0.375017, 2.042452], [3.219995, -2.556561, -1.106995], [1.910172, -1.803315, -1.170655], [0.745493, -2.477556, -0.746523], [-0.499976, -1.919951, -0.877557], [-0.603908, -0.660560, -1.473497], [-1.809096, -0.046630, -1.634217], [0.514913, 0.006275, -1.903748], [1.775746, -0.574080, -1.778415], [3.687143, -2.518347, -0.119094], [3.938266, -2.080484, -1.771979], [3.060901, -3.589733, -1.382223], [0.990465, -3.364090, -0.184669], [-1.356120, -2.436228, -0.453618], [-2.494044, -0.460599, -1.097414], [0.409368, 0.973080, -2.375690], [2.590514, -0.105980, -2.323914]], "forces_ev_per_a": [[-0.18, 0.84, -0.29], [0.95, -1.14, -0.27], [-1.92, 0.42, 1.16], [0.09, -0.26, -0.81], [-0.24, -0.23, 1.68], [-0.20, 0.09, 0.56], [0.61, -0.08, -1.33], [-0.10, 0.60, 0.00], [0.25, 0.18, -0.25], [-0.27, -0.32, -0.03], [-0.10, -0.10, -0.01], [0.91, 0.07, -0.24], [0.18, 0.38, -0.17], [0.05, 0.00, -0.54], [-0.13, -0.29, -0.24], [0.11, -0.02, 1.00], [0.08, 0.87, 0.20], [-0.24, -0.84, -0.27], [1.53, 0.84, 0.45], [0.00, -0.06, 0.28], [-0.74, -0.25, 0.47], [-0.11, 0.09, -0.41], [0.46, 0.19, -0.26], [-0.39, 0.03, -0.60], [-0.19, -0.10, 0.09], [0.07, -0.21, -0.21], [0.17, -0.25, -0.12], [-0.72, -0.54, -0.05], [-0.13, 0.16, -0.23], [0.11, -0.16, -0.01], [-0.11, 0.03, -0.03], [0.19, 0.04, 0.48]], "gap_ev": 8.761, "e_above_lowest_ev": 0.821, "smiles": "Cc1ccc(O)cc1.Cc1ccc(O)cc1", "e_lumo_ha": 0.02642}